1.
{
  "formula": "C24H65ClN6O6P3S",
  "method": "ωB97M-V with the def2-TZVPD basis set",
  "symbols": ["C", "C", "C", "C", "O", "P", "C", "C", "C", "C", "C", "Cl", "C", "C", "C", "S", "O", "O", "O", "H", "H", "H", "H", "H", "H", "H", "H", "H", "H", "H", "H", "H", "H", "H", "H", "H", "H", "H", "H", "H", "H", "H", "H", "H", "H", "H", "H", "H", "O", "P", "N", "C", "C", "N", "C", "C", "N", "C", "C", "H", "H", "H", "H", "H", "H", "H", "H", "H", "H", "H", "H", "H", "H", "H", "H", "H", "H", "O", "P", "N", "C", "C", "N", "C", "C", "N", "C", "C", "H", "H", "H", "H", "H", "H", "H", "H", "H", "H", "H", "H", "H", "H", "H", "H", "H", "H"],
  "coordinates": [[-8.72, 1.72, 0.83], [-9.23, 1.95, -0.62], [-8.14, 1.77, -1.71], [-8.22, 0.38, -2.40], [-7.01, -0.31, -2.47], [-6.45, -1.02, -0.90], [-5.82, -1.65, 0.81], [-6.89, -2.22, 1.76], [-7.27, -2.69, -1.39], [-6.42, -3.90, -1.83], [-5.63, -4.59, -0.73], [-5.28, -6.31, -1.25], [-4.79, -1.39, -1.82], [-3.92, -0.13, -1.95], [-2.45, -0.55, -2.23], [-1.53, -0.79, -0.71], [-0.75, -2.00, -0.81], [-2.40, -0.88, 0.42], [-0.58, 0.49, -0.61], [-9.00, 2.53, 1.51], [-7.64, 1.57, 0.81], [-9.13, 0.77, 1.18], [-10.07, 1.28, -0.82], [-9.62, 2.97, -0.70], [-8.29, 2.56, -2.45], [-7.17, 1.94, -1.25], [-9.03, -0.23, -1.99], [-8.51, 0.58, -3.44], [-7.69, -0.64, -0.23], [-5.90, 0.30, -0.58], [-5.44, -0.75, 1.31], [-4.97, -2.33, 0.76], [-7.76, -1.56, 1.87], [-7.23, -3.21, 1.45], [-6.43, -2.39, 2.74], [-7.97, -3.06, -0.63], [-7.91, -2.47, -2.25], [-7.15, -4.66, -2.13], [-5.84, -3.76, -2.74], [-4.66, -4.15, -0.53], [-6.21, -4.67, 0.18], [-4.20, -2.19, -1.37], [-5.08, -1.63, -2.85], [-3.92, 0.44, -1.02], [-4.27, 0.47, -2.79], [-2.39, -1.50, -2.77], [-1.96, 0.19, -2.86], [-1.13, 1.27, -0.81], [2.46, -0.49, -4.53], [3.34, 0.11, -3.47], [4.66, 0.61, -4.44], [6.06, 0.61, -4.09], [4.34, 1.74, -5.30], [3.64, -1.33, -2.54], [4.79, -2.18, -2.78], [2.45, -2.20, -2.45], [3.78, 1.15, -2.09], [4.63, 0.70, -1.01], [2.61, 1.80, -1.47], [6.34, 1.43, -3.41], [6.66, 0.71, -5.00], [6.37, -0.33, -3.65], [4.36, 2.69, -4.74], [3.34, 1.63, -5.73], [5.04, 1.81, -6.13], [4.92, -2.43, -3.84], [4.69, -3.12, -2.23], [5.71, -1.73, -2.41], [2.35, -2.83, -3.35], [1.52, -1.65, -2.35], [2.53, -2.86, -1.58], [4.17, -0.10, -0.42], [4.83, 1.54, -0.35], [5.60, 0.36, -1.37], [1.99, 1.08, -0.92], [1.98, 2.26, -2.24], [2.91, 2.60, -0.79], [6.36, 2.53, 2.30], [6.30, 1.72, 3.57], [5.28, 0.45, 3.08], [4.28, -0.24, 3.87], [5.91, -0.46, 2.13], [5.48, 2.91, 4.57], [4.03, 2.92, 4.67], [5.94, 4.27, 4.30], [6.98, 0.89, 4.97], [6.41, 1.01, 6.30], [8.44, 1.10, 5.05], [4.72, -0.97, 4.57], [3.62, -0.80, 3.20], [3.63, 0.44, 4.41], [6.58, -1.17, 2.63], [6.49, 0.10, 1.40], [5.16, -1.02, 1.57], [3.53, 2.87, 3.69], [3.69, 3.83, 5.18], [3.66, 2.10, 5.29], [5.48, 4.71, 3.41], [7.02, 4.30, 4.16], [5.71, 4.91, 5.16], [6.49, 2.02, 6.72], [6.95, 0.33, 6.96], [5.37, 0.70, 6.33], [8.69, 2.13, 5.33], [8.90, 0.89, 4.08], [8.89, 0.42, 5.77]],
  "gap_ha": 0.1990,
  "e_homo_ev": -4.0134,
  "e_tot_ev": -98387.8319,
  "charge": -1
}



2.
{
  "formula": "C5H8LiNaO4",
  "method": "ωB97M-V with the def2-TZVPD basis set",
  "symbols": ["C", "C", "O", "Na", "H", "H", "H", "H", "H", "O", "C", "C", "O", "O", "C", "Li", "H", "H", "H"],
  "coordinates": [[-3.87, -1.19, -0.25], [-2.91, -0.04, -0.45], [-2.81, 0.80, 0.50], [-2.28, 3.19, 0.35], [-4.04, -1.67, -1.23], [-3.41, -1.94, 0.41], [-4.81, -0.82, 0.18], [-2.98, 1.21, -1.92], [-1.92, -0.36, -0.87], [-4.33, 2.20, -3.51], [-2.97, 4.47, -1.73], [-3.11, 1.82, -3.18], [-3.92, 5.26, -1.71], [-2.63, 4.18, -3.08], [-2.05, 2.91, -3.32], [-4.61, 4.07, -3.44], [-2.76, 0.93, -3.74], [-1.66, 2.93, -4.35], [-1.21, 2.73, -2.62]],
  "gap_ha": 0.2639,
  "e_homo_ev": -7.5545,
  "relative_energy_kj_mol": 94.12,
  "e_tot_ev": -18124.5915
}



3.
{
  "formula": "C32H44N12",
  "method": "ωB97M-V with the def2-TZVPD basis set",
  "symbols": ["C", "C", "N", "H", "H", "H", "C", "C", "N", "H", "H", "H", "C", "C", "N", "H", "H", "H", "C", "C", "N", "H", "H", "H", "C", "C", "N", "H", "H", "H", "C", "C", "N", "H", "H", "H", "C", "C", "N", "H", "H", "H", "C", "C", "N", "H", "H", "H", "N", "C", "C", "C", "C", "H", "H", "H", "H", "H", "N", "C", "C", "C", "C", "H", "H", "H", "H", "H", "N", "C", "C", "C", "C", "H", "H", "H", "H", "H", "N", "C", "C", "C", "C", "H", "H", "H", "H", "H"],
  "coordinates": [[33.30, -0.31, 4.77], [32.51, -0.47, 3.52], [31.84, -0.59, 2.60], [33.68, -1.31, 4.98], [32.75, 0.17, 5.57], [34.19, 0.30, 4.64], [39.59, 2.24, 0.42], [40.07, 3.59, 0.26], [40.42, 4.68, 0.12], [40.22, 1.70, -0.29], [38.52, 2.15, 0.21], [39.75, 1.76, 1.38], [38.33, 7.39, -3.59], [37.90, 8.58, -2.87], [37.53, 9.53, -2.33], [39.42, 7.31, -3.61], [37.98, 7.50, -4.61], [37.93, 6.48, -3.14], [33.36, 14.47, 3.32], [32.39, 13.53, 3.88], [31.62, 12.80, 4.24], [34.35, 14.13, 3.61], [33.11, 15.47, 3.68], [33.26, 14.49, 2.23], [27.76, 5.45, 5.37], [26.44, 4.82, 5.29], [25.38, 4.41, 5.21], [27.85, 5.86, 6.37], [27.82, 6.26, 4.64], [28.58, 4.75, 5.23], [37.37, 14.55, 0.06], [38.46, 15.02, -0.85], [39.27, 15.36, -1.58], [37.62, 13.60, 0.53], [36.44, 14.35, -0.46], [37.28, 15.18, 0.95], [29.52, 9.61, 10.11], [30.42, 8.83, 9.23], [31.12, 8.21, 8.51], [30.09, 10.46, 10.49], [29.18, 8.94, 10.90], [28.74, 10.06, 9.49], [32.19, 8.42, -1.82], [31.18, 9.35, -1.22], [30.38, 10.03, -0.78], [33.20, 8.76, -1.58], [32.03, 8.33, -2.89], [32.15, 7.40, -1.43], [35.51, 4.43, 7.34], [36.41, 3.81, 6.46], [37.06, 2.81, 7.15], [36.32, 2.56, 8.35], [35.36, 3.54, 8.40], [34.96, 5.26, 7.19], [36.60, 4.26, 5.50], [37.91, 2.27, 6.76], [36.56, 1.93, 9.20], [34.61, 3.77, 9.15], [33.59, 7.67, 2.86], [33.14, 6.42, 3.06], [33.87, 5.52, 2.32], [34.80, 6.25, 1.60], [34.69, 7.56, 2.03], [33.21, 8.51, 3.27], [32.45, 6.33, 3.88], [33.82, 4.44, 2.35], [35.49, 5.85, 0.87], [35.19, 8.50, 1.83], [39.66, 10.45, 6.88], [38.74, 10.10, 5.93], [38.41, 11.25, 5.28], [39.03, 12.32, 5.88], [39.95, 11.77, 6.74], [40.10, 9.78, 7.49], [38.59, 9.04, 5.80], [37.72, 11.41, 4.46], [38.93, 13.37, 5.62], [40.73, 12.19, 7.35], [31.94, 1.97, -4.94], [32.14, 1.87, -3.56], [32.90, 2.95, -3.17], [33.27, 3.64, -4.38], [32.67, 2.98, -5.48], [31.44, 1.32, -5.52], [31.74, 1.04, -2.99], [33.30, 3.15, -2.19], [33.96, 4.46, -4.52], [32.66, 3.09, -6.56]],
  "smiles": "c1cc[nH]c1.c1cc[nH]c1.c1cc[nH]c1.c1cc[nH]c1.CC#N.CC#N.CC#N.CC#N.CC#N.CC#N.CC#N.CC#N",
  "gap_ha": 0.3051,
  "e_homo_ev": -8.2793,
  "relative_energy_kj_mol": 306.15,
  "e_tot_ev": -51772.9312
}



4.
{
  "formula": "C41H55F5N5O2ReSTe",
  "method": "ωB97M-V with the def2-TZVPD basis set",
  "symbols": ["Re", "C", "C", "C", "C", "C", "C", "C", "C", "C", "C", "C", "C", "N", "C", "C", "N", "C", "C", "C", "C", "C", "C", "C", "C", "C", "C", "C", "C", "H", "H", "H", "H", "H", "H", "H", "H", "H", "H", "H", "H", "H", "H", "H", "H", "H", "H", "H", "H", "H", "H", "H", "H", "H", "H", "H", "H", "H", "H", "H", "H", "H", "H", "H", "H", "C", "C", "S", "O", "C", "C", "H", "H", "H", "H", "H", "H", "H", "H", "H", "H", "F", "Te", "F", "F", "F", "F", "O", "C", "C", "N", "C", "C", "C", "C", "C", "C", "C", "C", "N", "C", "N", "H", "H", "H", "H", "H", "H", "H", "H", "H"],
  "coordinates": [[-0.22, -0.44, 0.27], [-4.49, 2.23, 1.17], [-3.31, 2.28, 2.14], [-2.97, 0.91, 2.69], [-2.12, 3.01, 1.54], [-1.99, 4.33, 2.00], [-1.09, 5.22, 1.47], [-0.31, 4.82, 0.41], [-0.38, 3.52, -0.08], [0.33, 3.25, -1.40], [-0.54, 3.75, -2.56], [1.72, 3.89, -1.48], [-1.23, 2.58, 0.53], [-1.24, 1.23, -0.03], [-2.13, 1.02, -1.17], [-1.33, 0.41, -2.30], [-0.50, -0.53, -2.04], [-0.21, -1.36, -3.24], [1.10, -1.82, -3.46], [1.45, -2.39, -4.69], [0.54, -2.50, -5.71], [-0.76, -2.13, -5.46], [-1.21, -1.60, -4.25], [-2.77, -1.57, -4.26], [-3.55, -0.25, -4.36], [-3.40, -2.53, -3.26], [2.24, -1.81, -2.46], [2.64, -3.24, -2.12], [3.46, -1.06, -3.01], [-5.42, 2.08, 1.73], [-4.40, 1.40, 0.46], [-4.59, 3.16, 0.61], [-3.62, 2.89, 2.99], [-2.62, 0.31, 1.86], [-3.85, 0.42, 3.11], [-2.18, 0.94, 3.44], [-2.65, 4.65, 2.80], [-1.02, 6.23, 1.87], [0.35, 5.54, -0.06], [0.42, 2.17, -1.50], [-0.67, 4.83, -2.51], [-1.53, 3.30, -2.54], [-0.07, 3.51, -3.52], [1.65, 4.97, -1.47], [2.20, 3.62, -2.43], [2.36, 3.59, -0.66], [-2.58, 1.97, -1.46], [-1.57, 0.66, -3.32], [2.46, -2.73, -4.84], [0.83, -2.90, -6.67], [-1.49, -2.29, -6.25], [-2.97, -2.04, -5.23], [-3.81, 0.17, -3.40], [-4.50, -0.46, -4.86], [-3.02, 0.49, -4.97], [-3.19, -2.21, -2.26], [-3.01, -3.54, -3.37], [-4.49, -2.54, -3.38], [1.90, -1.34, -1.54], [3.13, -3.73, -2.97], [1.77, -3.85, -1.85], [3.36, -3.25, -1.30], [3.85, -1.56, -3.90], [4.26, -1.05, -2.27], [3.23, -0.04, -3.30], [-0.70, -5.16, 2.89], [-0.55, -3.74, 2.34], [0.66, -3.69, 1.02], [0.89, -2.19, 0.71], [2.15, -4.09, 1.93], [2.37, -3.28, 3.20], [-1.51, -5.16, 3.62], [0.21, -5.50, 3.39], [-0.95, -5.86, 2.10], [-0.28, -3.00, 3.09], [-1.48, -3.44, 1.87], [2.95, -3.93, 1.20], [2.10, -5.16, 2.12], [2.12, -2.23, 3.04], [3.42, -3.34, 3.49], [1.77, -3.66, 4.03], [-3.46, -3.37, 0.20], [-2.86, -1.60, 0.32], [-3.10, -1.88, 2.21], [-0.28, -0.24, 2.17], [-4.69, -1.31, 0.21], [-1.44, -2.63, -0.79], [-3.17, 0.11, -0.93], [3.81, 1.08, -0.55], [2.49, 0.73, -0.68], [1.77, 0.32, 0.38], [2.34, 0.29, 1.59], [3.65, 0.69, 1.81], [4.40, 1.06, 0.70], [4.24, 0.66, 3.16], [3.69, 1.04, 4.32], [2.41, 1.73, 4.56], [1.81, 1.66, 5.81], [0.61, 2.34, 5.97], [0.05, 3.04, 4.99], [0.72, 3.07, 3.84], [1.86, 2.46, 3.57], [4.36, 1.38, -1.43], [1.98, 0.74, -1.63], [1.74, -0.08, 2.39], [5.44, 1.35, 0.82], [5.25, 0.27, 3.20], [4.28, 0.86, 5.21], [2.26, 1.10, 6.62], [0.08, 2.31, 6.92], [0.28, 3.66, 3.04]],
  "s_squared": 3.77,
  "gap_ha": [0.2685, 0.2641],
  "e_homo_ev": [-11.0345, -11.0999],
  "relative_energy_kj_mol": 209.00,
  "e_tot_ev": -88794.3703,
  "charge": 1,
  "spin_multiplicity": 4
}